# C31H42CoN6O3PS

A structure of composition C31H42CoN6O3PS (ωB97M-V with the def2-TZVPD basis set, OMol25).

```
85
Properties=species:S:1:pos:R:3
Co -0.3179 -0.3176 -0.1530
O 3.1394 -0.0324 -2.8092
C 2.8453 1.1789 -3.3284
C 3.7129 1.6819 -4.2983
C 3.4679 2.9064 -4.8834
C 2.3511 3.6586 -4.5213
C 1.4862 3.1602 -3.5700
C 1.7141 1.9242 -2.9554
C 0.7474 1.3925 -1.9649
O 1.1420 0.3997 -1.2237
N -0.4445 1.9352 -1.9018
N -1.1923 1.2649 -0.9286
C -2.3108 1.7746 -0.5875
C -3.1622 1.2031 0.4495
C -4.2879 1.9496 0.8287
C -5.1179 1.5588 1.8558
C -4.8224 0.3695 2.5289
C -3.7364 -0.3984 2.1705
C -2.8645 -0.0196 1.1209
O -1.8662 -0.8115 0.8331
H 2.4855 -0.2021 -2.0973
H 4.5750 1.0889 -4.5723
H 4.1541 3.2834 -5.6309
H 2.1644 4.6186 -4.9815
H 0.6057 3.7153 -3.2768
H -2.6251 2.6966 -1.0792
H -4.4980 2.8665 0.2881
H -5.9815 2.1497 2.1249
H -5.4633 0.0377 3.3367
H -3.5230 -1.3339 2.6737
C 3.9566 -0.6367 0.5287
S 3.0580 -1.6547 1.7164
C 3.8299 -3.2488 1.3969
H 4.9757 -0.4483 0.8620
H 3.4235 0.3075 0.4152
H 3.9724 -1.1270 -0.4439
H 3.6602 -3.5395 0.3608
H 3.3611 -3.9809 2.0514
H 4.8964 -3.2107 1.6108
C 0.7377 3.1181 4.0607
N -0.6245 2.6747 3.5248
C -1.2021 1.6098 4.4750
N -0.2902 0.5377 4.6473
C 0.9996 1.0268 5.1282
N 1.6024 2.0025 4.2188
C 2.0191 1.3936 2.9471
P 0.5967 0.6283 2.0120
C -0.5027 2.1274 2.1307
C -0.1496 -0.2852 3.4391
H 0.5474 3.5994 5.0205
H 1.1370 3.8418 3.3507
H -1.2597 3.4736 3.5133
H -2.1390 1.2744 4.0286
H -1.3883 2.1233 5.4187
H 1.6787 0.1842 5.2413
H 0.8582 1.4983 6.1021
H 2.7565 0.6180 3.1590
H 2.5043 2.1422 2.3178
H -1.5135 1.8770 1.7919
H -0.1072 2.9142 1.4859
H 0.4875 -1.1412 3.6676
H -1.1205 -0.6728 3.1259
C -2.3831 -2.8160 -4.3213
N -1.9763 -1.5821 -3.5981
C -2.8206 -1.3740 -2.3827
C -0.4778 -1.5389 -3.2713
C -0.0915 -2.5476 -2.2367
C 0.2436 -3.8437 -2.6451
C 0.5563 -4.8141 -1.7108
C 0.5197 -4.4789 -0.3612
C 0.2047 -3.1849 0.0277
C -0.0903 -2.1651 -0.8902
H -3.4333 -2.7303 -4.5886
H -2.2302 -3.6622 -3.6580
H -1.7717 -2.9231 -5.2136
H -2.1397 -0.7912 -4.2206
H -2.5858 -2.1558 -1.6663
H -3.8648 -1.4128 -2.6840
H -2.5714 -0.4114 -1.9473
H -0.3153 -0.5252 -2.9079
H 0.0358 -1.6739 -4.2240
H 0.2892 -4.0891 -3.7018
H 0.8259 -5.8131 -2.0265
H 0.7457 -5.2307 0.3860
H 0.1919 -2.9624 1.0895
```

Computed properties:
ΔE to the lowest compared entry with this formula, charge and spin in kJ/mol: 0.0
Charge: +1
Orbital gap (spin up / spin down) in eV: 7.25 / 7.11
⟨S²⟩: 0.811
LUMO level (spin up / spin down) in eV: -2.332 / -2.332
HOMO level (spin up / spin down) in eV: -9.59 / -9.44
Energy in eV: -105656.15942
Spin multiplicity: 2

These are the Löwdin partial charges, in e, on atoms 1 to 6: Co 0.394; O 0.052; C -0.260; C -0.011; C -0.075; C -0.089